This record from OMol25 describes C40H41BrF5MoN5OPSSi as an isolated structure. The level of theory is ωB97M-V/def2-TZVPD.

Computed properties:
Frontier orbital gap (alpha / beta) in hartree: 0.1881 / 0.1828
Charge: +3
LUMO level (alpha / beta) in eV: -10.33 / -10.47
Calculated total energy in eV: -165106.0816

Last column: Mulliken charge in e.
Geometry (Å):
Mo  -1.408499  -0.030321  0.299866  0.05
Br  2.660341  -4.105191  4.536991  -0.07
S  -0.831412  0.069023  -2.050189  0.75
P  2.141998  0.061286  -1.892849  1.34
Si  -2.046841  -2.598239  2.306459  -1.62
F  -5.773200  -0.827867  -5.120208  -0.24
F  -3.550111  -0.062351  -0.994832  0.05
F  -3.379483  -0.605104  -6.413992  -0.24
F  -5.867478  -0.555841  -2.391614  -0.26
F  -1.098425  -0.146872  -4.998316  -0.24
O  -1.536523  -1.554689  1.139290  0.76
N  -1.301167  1.970281  0.169991  0.63
N  3.521227  1.191714  -4.099664  0.08
N  4.752573  -0.402073  -2.760754  0.23
N  0.336632  0.378914  1.200023  1.19
N  3.042413  -1.176674  -4.220336  0.18
C  -4.713353  -3.639271  2.565931  -1.84
C  1.260470  -1.848486  1.352944  -0.08
C  -0.158208  2.565106  0.663815  0.70
C  -0.638164  -4.593361  0.827681  0.09
C  -4.672122  -0.589299  -4.443852  0.55
C  -3.439691  -0.480025  -5.104210  0.12
C  4.336781  -1.483345  -3.636907  -0.92
C  -2.310254  -0.129080  -2.987698  0.57
C  -2.327361  -2.178798  5.139571  -0.84
C  2.515440  1.504407  -3.061227  -1.31
C  -0.362665  -6.349768  2.951402  -0.74
C  1.908776  -1.404743  4.022258  -0.77
C  -1.984836  0.572126  5.005044  -0.71
C  -2.274816  -0.253609  -4.377224  0.16
C  1.773612  -2.878312  2.114164  -0.73
C  -2.216102  -0.043006  6.227627  -0.82
C  0.017843  -5.795074  0.644330  -0.72
C  1.029749  -0.596843  1.928235  -0.40
C  0.055525  3.952737  0.595763  -1.22
C  1.961294  -1.214930  -3.269717  -1.15
C  0.149457  -6.679250  1.706510  -0.73
C  -3.891228  -3.200506  0.220122  -1.53
C  -1.154462  -4.244903  2.080859  1.41
C  3.083776  0.013776  -4.977701  -0.82
C  -3.955364  -2.693491  1.654706  1.90
C  -4.727375  -0.450448  -3.054412  -0.06
C  -3.548099  -0.215684  -2.366540  -0.88
C  -1.919038  -0.193140  3.857627  0.42
C  -1.012421  -5.142931  3.138537  -0.72
C  -2.080050  4.157920  -0.447805  -1.09
C  2.061868  -2.667530  3.460498  -0.37
C  -2.237223  2.797993  -0.364392  -0.26
C  -0.910197  4.757799  0.044947  -0.37
C  0.728588  1.639717  1.252317  -0.93
C  -4.507663  -1.280978  1.735220  -1.14
C  -2.386204  -1.415123  6.291400  -0.80
C  4.864435  0.814977  -3.467282  -0.78
C  3.959752  -0.314202  -1.558751  -1.37
C  1.401207  -0.374305  3.258483  -0.44
C  -2.077945  -1.580572  3.902779  1.73
H  3.814359  -0.080621  -5.786493  0.37
H  -3.791661  -0.536840  1.332800  -0.22
H  0.405228  -6.047119  -0.331463  0.48
H  -0.794392  5.828615  0.010036  0.54
H  4.031288  -1.254118  -1.005475  0.46
H  -4.897782  -3.292962  -0.188961  0.54
H  -0.745840  -3.909773  -0.006049  0.38
H  1.931632  -3.852146  1.679827  0.64
H  -2.574447  -1.892845  7.238897  0.51
H  -3.150432  2.333030  -0.732016  0.61
H  5.587686  0.713084  -4.281737  0.36
H  -2.275408  0.547104  7.127197  0.44
H  2.099407  0.239954  -5.399258  0.39
H  -2.859876  4.765264  -0.875558  0.51
H  1.649781  1.934339  1.741950  0.70
H  4.274892  -2.407382  -3.063082  0.37
H  -2.480660  -3.244477  5.205454  0.38
H  2.867459  2.351593  -2.461354  0.51
H  -4.723234  -1.008833  2.764925  0.33
H  -0.274101  -7.041356  3.774378  0.50
H  -5.736758  -3.747345  2.205880  0.51
H  -4.270523  -4.631576  2.585840  0.35
H  -3.315005  -2.512892  -0.415541  0.10
H  1.582212  1.811879  -3.541477  0.51
H  -1.749011  0.306217  2.884390  -0.20
H  2.167319  -1.242155  5.056945  0.49
H  -1.870925  1.643533  4.948386  0.51
H  5.176714  1.627523  -2.803281  0.38
H  3.654183  2.012081  -4.698189  0.36
H  0.975088  4.355030  0.990716  0.60
H  1.241939  0.593075  3.708649  0.46
H  1.020795  -1.033442  -3.796736  0.58
H  -1.397240  -4.897895  4.114791  0.25
H  5.078691  -1.616510  -4.427596  0.30
H  -3.425835  -4.181821  0.166731  0.34
H  1.042916  -2.000380  0.299990  0.70
H  1.909765  -2.210636  -2.820904  0.42
H  -4.767826  -3.251968  3.580144  0.41
H  -5.429482  -1.204136  1.158119  0.49
H  0.630716  -7.634053  1.563050  0.45
H  4.364801  0.474902  -0.919340  0.50

Forces on atoms 1 to 3 (eV/Å):
-1.5 -1.6 -3.4
-0.1 0.4 -0.3
0.0 -0.5 1.0



This record from OMol25 describes C20H8Cl6N2O8Pd as an isolated structure. The level of theory is ωB97M-V/def2-TZVPD.

Computed properties:
Frontier orbital gap (alpha / beta) in hartree: 0.2267 / 0.2263
Charge: -2
LUMO level (alpha / beta) in eV: 3.77 / 3.77
Calculated total energy in eV: -118841.8110
Energy relative to the best compared isomer or geometry (same formula, charge and spin) in kcal/mol: 25.3

Last column: natural (NBO) charge in e.
Geometry (Å):
Pd  0.196359  -0.162560  0.114222  0.85
Cl  -5.255851  -1.593001  -0.170178  0.01
Cl  -3.120209  -6.514880  0.477482  0.00
Cl  -2.385194  -0.412127  -0.542201  0.06
Cl  -5.644348  -4.663513  0.316057  -0.01
Cl  -0.244027  -5.285789  0.189063  0.01
Cl  4.808724  -2.947611  3.844984  -0.05
O  -0.240445  -2.433264  -0.303236  -0.73
O  0.229534  2.074487  -0.190649  -0.72
O  -0.709783  5.900114  0.551159  -0.46
O  4.397834  1.034170  0.104508  -0.74
O  2.409942  0.158999  -0.400474  -0.81
O  5.371289  5.567161  0.314903  -0.43
O  3.855810  7.087745  0.432586  -0.45
O  -1.333108  4.210875  -0.618345  -0.37
N  -0.484535  4.826123  -0.007704  0.53
N  4.198739  5.913595  0.324274  0.54
C  3.179042  1.118810  -0.119157  0.76
C  -4.050788  -3.996402  0.133814  -0.17
C  3.310948  -0.766948  3.232769  -0.22
C  0.889345  4.319630  0.031695  -0.13
C  -1.650103  -4.280959  0.069665  -0.19
C  -1.408839  -2.890555  -0.175073  0.44
C  3.175706  4.898503  0.210742  -0.10
C  1.008891  -0.887202  2.491890  -0.09
C  1.855071  5.282705  0.187785  -0.13
C  -2.603229  -2.097715  -0.250963  -0.20
C  -3.868799  -2.631854  -0.089154  -0.05
C  3.340608  -2.147868  3.312943  -0.03
C  2.591396  2.550711  -0.027295  -0.27
C  3.524370  3.544657  0.107719  -0.12
C  -0.210499  -0.211833  1.993279  -0.42
C  1.170459  2.894664  -0.085299  0.52
C  2.238200  -2.913536  2.977735  -0.26
C  1.077705  -2.276093  2.567232  -0.12
C  -2.919892  -4.810528  0.207743  -0.05
C  2.139619  -0.147442  2.830038  -0.17
H  -1.133962  -0.780510  2.098883  0.18
H  4.561110  3.243113  0.142483  0.27
H  4.195748  -0.187175  3.455117  0.23
H  -0.315318  0.832827  2.280460  0.20
H  1.575957  6.321019  0.273842  0.26
H  2.116687  0.932310  2.730597  0.22
H  0.221943  -2.867503  2.270141  0.21
H  2.290794  -3.993251  3.020518  0.22

Forces on atoms 1 to 3 (eV/Å):
0.9 -0.2 -0.8
0.1 -0.1 0.0
0.0 0.1 0.0



This record from OMol25 describes a 2-piece molecular cluster, C35H28Cl2OP overall. The level of theory is ωB97M-V/def2-TZVPD.

Computed properties:
Frontier orbital gap in hartree: 0.1285
Charge: +1
LUMO level in eV: -5.71
Calculated total energy in eV: -73122.4936
Energy relative to the best compared isomer or geometry (same formula, charge and spin) in kcal/mol: 0.5

Last column: natural (NBO) charge in e.
Geometry (Å):
Cl  -8.275412  0.065089  -5.132366  0.09
Cl  1.597157  -6.209316  -0.060796  0.09
P  1.074271  1.321100  1.890535  1.55
O  -2.801206  1.963650  1.784701  -0.67
C  3.455833  2.252242  0.861806  -0.18
C  -3.877927  -0.190511  -4.158367  -0.17
C  2.789917  -2.244175  2.744981  -0.22
C  -1.911901  -1.322619  -3.187080  -0.32
C  1.886758  2.809790  5.576141  -0.19
C  -6.103049  -1.147932  -4.104595  -0.26
C  2.750998  1.773699  -1.765905  -0.22
C  1.184154  3.790585  3.090279  -0.11
C  1.809227  -3.788632  -1.237229  -0.25
C  1.733906  4.169387  5.386318  -0.18
C  1.874684  1.464619  -0.742793  -0.13
C  0.472738  -2.408971  3.330581  -0.20
C  -0.896514  -3.666231  -1.792273  -0.06
C  1.304018  -2.670828  -1.848715  -0.09
C  1.342152  2.437431  3.279578  -0.42
C  -2.493828  -0.248204  -3.823278  0.09
C  -1.618038  1.848117  2.101113  0.32
C  1.689432  1.944350  4.516225  -0.19
C  -0.597842  1.501657  1.266590  -0.89
C  4.341154  2.557489  -0.155609  -0.20
C  -0.592867  -1.424900  -2.799763  0.08
C  2.586912  -0.940637  2.331599  -0.21
C  0.970455  -4.842786  -0.886146  0.05
C  2.226875  1.711838  0.564045  -0.40
C  -4.405656  0.924149  -4.841493  -0.09
C  -6.600292  -0.034322  -4.770384  0.06
C  0.278151  -1.104678  2.915227  -0.20
C  3.984576  2.318594  -1.468512  -0.19
C  -0.071203  -2.573882  -2.142938  -0.18
C  1.379130  4.663260  4.145806  -0.22
C  1.730051  -2.974991  3.245244  -0.19
C  -4.770372  -1.226948  -3.806190  -0.05
C  -5.741299  0.997181  -5.138426  -0.24
C  -0.386266  -4.775026  -1.176910  -0.26
C  1.334192  -0.379360  2.415922  -0.33
H  -0.697381  -0.652319  2.974698  0.25
H  -4.407966  -2.093629  -3.286758  0.21
H  0.908049  4.161086  2.117111  0.22
H  -3.745081  1.722764  -5.129515  0.23
H  -1.946383  -3.647417  -2.016548  0.21
H  -1.868196  0.586695  -4.084765  0.22
H  2.157546  2.425458  6.547394  0.22
H  -1.027311  -5.601393  -0.919478  0.25
H  -2.533100  -2.176300  -3.009022  0.21
H  3.402002  -0.358363  1.938304  0.22
H  -1.382508  2.040735  3.138489  0.10
H  1.883175  -3.993964  3.561607  0.22
H  4.669507  2.562392  -2.264349  0.22
H  5.304055  2.985948  0.074639  0.23
H  -0.354360  -2.984623  3.715384  0.22
H  3.770037  -2.689694  2.673366  0.22
H  0.073277  -0.614263  -3.032755  0.22
H  -0.801887  1.290961  0.241070  0.22
H  1.253112  5.725299  4.003061  0.23
H  1.888651  4.846785  6.210460  0.22
H  -6.148835  1.850325  -5.650877  0.25
H  -6.776080  -1.939584  -3.821187  0.25
H  0.915280  1.032983  -0.968487  0.20
H  2.860940  -3.877695  -1.030344  0.25
H  1.806780  0.883095  4.650600  0.22
H  3.715692  2.442308  1.888940  0.23
H  1.959162  -1.866053  -2.135608  0.23
H  2.468756  1.599185  -2.792352  0.21

Forces on atoms 1 to 3 (eV/Å):
0.3 0.0 0.0
0.0 0.1 -0.1
-3.1 0.4 -1.0